1.
{
  "formula": "C28H30N4O10",
  "method": "ωB97M-V/def2-TZVPD",
  "e_above_lowest_kj_mol": 1673.1,
  "fmax_ev_per_a": 14.0,
  "e_homo_ev": -6.920,
  "charge": 0,
  "e_tot_ev": -55926.88260,
  "symbols": ["C", "C", "C", "C", "C", "C", "N", "O", "O", "H", "H", "H", "H", "H", "C", "C", "C", "C", "C", "C", "N", "O", "O", "H", "H", "H", "H", "H", "C", "C", "C", "C", "C", "C", "N", "O", "O", "H", "H", "H", "H", "H", "C", "C", "C", "C", "C", "C", "N", "O", "O", "H", "H", "H", "H", "H", "C", "O", "C", "C", "O", "C", "H", "H", "H", "H", "H", "H", "H", "H", "H", "H"],
  "coordinates": [[-0.16832, 1.46764, 3.44902], [-0.87476, 2.44954, 2.79563], [-0.23113, 3.33336, 1.93590], [1.12786, 3.29491, 1.71997], [1.89715, 2.37609, 2.38435], [1.23829, 1.44456, 3.20487], [1.76662, 4.35655, 0.95072], [2.94392, 4.71986, 1.13316], [1.08102, 4.80707, 0.09130], [-0.67269, 0.81323, 4.14455], [-1.93489, 2.42379, 3.00028], [-0.79744, 4.15741, 1.52770], [2.96903, 2.49024, 2.31764], [1.67623, 0.65372, 3.79579], [-2.49865, 3.75167, -4.03849], [-1.81356, 2.53508, -3.84181], [-1.17685, 2.35812, -2.59951], [-1.32068, 3.26450, -1.59304], [-2.02737, 4.44203, -1.84694], [-2.57027, 4.76045, -3.05882], [-0.70057, 3.04976, -0.31036], [-0.10227, 2.01024, 0.00943], [-1.09009, 3.79754, 0.52912], [-3.02099, 3.92786, -4.96719], [-1.78671, 1.86553, -4.68880], [-0.54861, 1.49152, -2.45562], [-2.22802, 5.06366, -0.98688], [-3.11065, 5.69360, -3.11924], [-2.06986, -5.91627, 3.50340], [-2.63777, -4.71538, 3.85756], [-2.23139, -3.57689, 3.22061], [-1.21294, -3.66769, 2.20218], [-0.88608, -4.86808, 1.68829], [-1.19676, -5.98262, 2.42067], [-0.77026, -2.43784, 1.52711], [-1.15197, -1.35478, 2.07290], [0.01162, -2.45068, 0.56590], [-2.27453, -6.81239, 4.07040], [-3.36666, -4.61821, 4.64855], [-2.57369, -2.58147, 3.46222], [-0.14447, -4.87560, 0.90321], [-0.82192, -6.94497, 2.10480], [0.52909, -3.16019, -1.46038], [-0.54900, -2.28335, -1.79069], [-0.37777, -1.22255, -2.66201], [0.87843, -0.90248, -3.22870], [1.95006, -1.74170, -2.76740], [1.77294, -2.88202, -1.96154], [1.07868, 0.12293, -4.19194], [2.12676, 0.33138, -4.66558], [0.06113, 0.63996, -4.67653], [0.24036, -4.06780, -0.95120], [-1.52564, -2.41242, -1.34804], [-1.23986, -0.62138, -2.91058], [2.90843, -1.65278, -3.25732], [2.59158, -3.57921, -1.86079], [4.42512, -0.36794, -0.41648], [3.17285, 0.29120, -0.59913], [2.15194, -0.60532, -0.19174], [0.80368, 0.03248, -0.26268], [-0.02321, -0.41738, 0.83186], [-1.22235, 0.27740, 1.13967], [4.67638, -0.53452, 0.63100], [5.21887, 0.31535, -0.71843], [4.61432, -1.26394, -1.00767], [2.35313, -0.87604, 0.84476], [2.01810, -1.59306, -0.63283], [0.16921, -0.21844, -1.11274], [0.98624, 1.10667, -0.23272], [-1.87988, 0.18422, 0.27534], [-1.06391, 1.32400, 1.39969], [-1.54457, -0.21985, 2.05456]],
  "atomic_forces_ev_per_a": [[1.8, 1.7, -0.9], [-0.4, -0.8, 1.1], [2.7, 1.7, 6.1], [1.3, 0.4, 0.8], [-0.2, -1.3, 1.1], [-0.7, -0.4, 0.7], [2.4, -0.7, 1.6], [-1.3, -1.0, 0.3], [-1.2, 1.5, -2.1], [0.2, -0.2, 0.0], [-0.3, 0.8, -0.2], [2.5, 3.9, 6.7], [0.1, -0.4, -0.1], [1.1, 0.1, -0.3], [0.0, 0.1, -0.1], [-0.7, 2.1, 0.6], [0.4, -1.4, -1.3], [0.8, 1.1, -1.5], [0.0, 0.4, 1.9], [0.1, -1.5, 0.0], [0.2, -3.2, -4.5], [-3.0, 4.5, -2.0], [-8.4, -0.4, -6.5], [0.1, -0.1, -0.2], [0.3, -0.3, 0.5], [-0.1, 0.0, 0.1], [0.2, 0.4, -0.1], [-0.1, -0.1, -0.5], [0.6, -0.8, -0.4], [-0.2, 0.6, 0.3], [1.9, 1.0, -1.4], [-3.2, 1.3, 0.3], [2.1, -0.2, -0.1], [-0.9, -1.3, 0.3], [0.6, 0.6, 0.9], [1.7, -13.2, 4.2], [-1.5, -3.1, 3.3], [-0.1, -0.1, 0.0], [0.0, -0.2, 0.1], [-0.2, -0.1, 0.2], [-0.2, -0.3, -0.3], [0.1, -0.1, 0.1], [-1.6, 0.1, -2.0], [0.9, -0.2, -1.0], [-0.2, -0.1, -0.9], [1.0, -3.4, 3.0], [-0.8, 0.4, -2.4], [-0.6, -0.1, -1.4], [-3.5, -0.2, -1.5], [3.8, 0.4, -0.3], [-0.1, -0.3, 0.9], [0.6, 0.0, 0.0], [0.0, -0.2, -0.1], [0.0, 0.1, -0.1], [0.2, 0.4, 0.1], [0.1, 0.1, 0.2], [0.9, 1.3, -0.2], [0.4, -1.6, -0.6], [-0.7, -1.1, 1.7], [0.0, 0.0, 0.8], [2.3, 5.4, -0.9], [0.0, 4.4, -2.9], [-0.5, -0.4, 0.3], [-0.2, 0.3, -0.3], [-0.6, -0.3, 0.0], [-0.1, 0.3, 0.6], [1.5, 1.1, 0.1], [1.0, 0.7, 0.3], [1.5, -2.1, -0.4], [-0.7, -0.1, 0.0], [-0.5, -0.9, -0.8], [-2.4, 4.8, -1.0]]
}

***

2.
{
  "formula": "C5H7NO",
  "method": "ωB97M-V/def2-TZVPD",
  "e_above_lowest_kj_mol": 360.4,
  "smiles": "O=C1C=C=CN1.C",
  "fmax_ev_per_a": 0.5,
  "e_homo_ev": [-8.927, -8.362],
  "charge": 0,
  "e_tot_ev": -8832.46803,
  "symbols": ["O", "C", "C", "C", "C", "N", "H", "H", "H", "C", "H", "H", "H", "H"],
  "coordinates": [[2.84940, -1.91515, 0.25732], [1.92577, -1.16849, 0.41003], [0.46768, -1.37271, 0.70326], [-0.07846, -0.18501, 1.04573], [0.86685, 0.79240, 0.66213], [2.09991, 0.27903, 0.60497], [0.11685, -2.37124, 0.94291], [0.66386, 1.80962, 0.33363], [2.94369, 0.75949, 0.32184], [-2.37136, 0.67617, -1.05813], [-3.08969, 1.03627, -1.79692], [-2.33194, 1.37826, -0.22280], [-2.67879, -0.30279, -0.68641], [-1.38377, 0.58415, -1.51756]],
  "atomic_forces_ev_per_a": [[-0.4, 0.3, 0.1], [0.2, -0.1, 0.1], [0.0, -0.2, 0.2], [0.3, -0.1, -0.2], [0.1, 0.2, 0.0], [-0.1, 0.0, -0.1], [0.1, 0.1, -0.1], [0.0, -0.2, 0.1], [-0.1, 0.0, 0.0], [0.0, 0.0, 0.0], [0.1, 0.0, 0.0], [0.0, -0.1, -0.1], [0.0, 0.2, 0.0], [-0.1, 0.0, 0.0]]
}

***

3.
{
  "formula": "C4H12O2",
  "method": "ωB97M-V/def2-TZVPD",
  "e_above_lowest_kj_mol": 47.1,
  "smiles": "C/C=C/C.O.O",
  "fmax_ev_per_a": 1.0,
  "e_homo_ev": -9.147,
  "charge": 0,
  "e_tot_ev": -8437.02608,
  "symbols": ["C", "C", "C", "C", "H", "H", "H", "H", "H", "H", "H", "H", "O", "H", "H", "O", "H", "H"],
  "coordinates": [[-0.26923, 0.14194, -3.28262], [0.24970, -0.54379, -2.05214], [0.98309, 0.01640, -1.10219], [1.34996, -0.66438, 0.18958], [0.06964, -0.37818, -4.17702], [0.07958, 1.17012, -3.30088], [-1.35600, 0.01995, -3.34366], [-0.15629, -1.53761, -1.90148], [1.28390, 1.04283, -1.27369], [2.43204, -0.55789, 0.32355], [1.05590, -1.70802, 0.15226], [0.86624, -0.15660, 1.03060], [-0.94243, 1.69995, 2.38631], [-1.69344, 1.36209, 1.88150], [-1.21845, 2.51759, 2.82185], [-1.23940, -0.82565, 4.12752], [-0.64852, -1.53603, 3.84830], [-0.84628, -0.06273, 3.67224]],
  "atomic_forces_ev_per_a": [[0.3, -0.7, 0.1], [-0.7, 0.1, 0.0], [-0.4, -0.2, -0.1], [0.3, 0.8, -0.5], [0.3, 0.1, -0.2], [-0.3, 0.2, -0.2], [0.0, 0.5, 0.2], [0.2, -0.3, 0.1], [0.2, 0.1, 0.2], [-0.1, -0.3, 0.2], [0.1, -0.1, 0.1], [0.0, -0.1, 0.0], [0.1, -0.1, 0.1], [0.0, 0.3, 0.2], [-0.1, -0.3, -0.2], [0.5, 0.1, -0.4], [-0.2, -0.1, 0.2], [-0.3, 0.1, 0.2]]
}

***

4.
{
  "formula": "C5H13N2O",
  "method": "ωB97M-V/def2-TZVPD",
  "e_above_lowest_kj_mol": 384.9,
  "fmax_ev_per_a": 5.5,
  "e_homo_ev": -14.527,
  "charge": 1,
  "e_tot_ev": -10414.20715,
  "symbols": ["N", "C", "C", "C", "C", "C", "N", "O", "H", "H", "H", "H", "H", "H", "H", "H", "H", "H", "H", "H", "H"],
  "coordinates": [[-1.65752, 1.04060, 0.07232], [-0.61763, 0.05475, -0.14179], [0.56246, -0.50051, 0.66746], [1.69545, 0.54154, 0.55587], [0.07268, -0.79979, 2.07508], [-0.53331, -0.08006, -1.68513], [0.51299, -0.84475, -2.22553], [-1.31877, 0.70650, -2.28958], [-1.12732, 1.80464, 0.52256], [-1.74228, 1.41902, -0.96183], [-2.49740, 0.98390, 0.64443], [-1.12090, -0.86153, -0.82863], [0.78667, -1.40569, 0.11070], [2.38246, 0.32769, 1.38189], [2.19191, 0.44791, -0.40643], [1.32509, 1.57077, 0.67432], [-0.84497, -1.39026, 2.14914], [-0.02189, 0.16874, 2.58852], [0.80578, -1.29493, 2.70384], [0.07953, -1.60513, -2.74620], [1.06698, -0.28341, -2.86102]],
  "atomic_forces_ev_per_a": [[2.1, 2.4, 0.6], [-0.1, -3.6, -4.2], [-1.6, 0.9, 0.0], [-0.2, -0.6, 0.8], [0.6, 0.6, 0.8], [0.5, 5.4, -0.2], [-0.9, -0.7, 0.2], [1.2, -1.5, 0.0], [-0.2, 0.0, 0.1], [-0.9, -0.8, 0.1], [-0.2, -1.0, -0.2], [-1.2, -1.0, 3.0], [0.4, 0.0, 0.2], [0.2, 0.3, -0.3], [0.1, 0.1, 0.1], [0.1, -0.2, 0.1], [0.1, 0.2, -0.3], [-0.5, -0.2, 0.0], [0.3, -0.3, -0.2], [0.4, -0.1, -0.2], [-0.1, 0.1, -0.2]]
}